No. 1
Formula: C5H13NS
Source: the OMol25 dataset
Level of theory: ωB97M-V/def2-TZVPD

Output
gap between HOMO and LUMO	9.8	eV
SMILES string	CN[C@@H](C)CCS
relative energy (zero: lowest compared OMol25 entry of this formula, charge and spin)	69.4	kJ/mol

Structure (XYZ):
```
20
Properties=species:S:1:pos:R:3:nbo_charge:R:1
C 0.76 0.68 2.60 -0.41
N 0.49 0.94 1.21 -0.62
C 0.17 -0.21 0.34 -0.04
C -1.34 -0.46 0.39 -0.62
C 0.79 0.08 -1.04 -0.42
C 0.12 -0.53 -2.25 -0.49
S -1.24 0.59 -2.84 -0.07
H -0.13 0.27 3.09 0.19
H 1.53 -0.07 2.86 0.16
H 1.01 1.60 3.13 0.20
H 1.32 1.39 0.83 0.35
H 0.67 -1.11 0.73 0.16
H -1.62 -1.07 1.24 0.20
H -1.92 0.43 0.58 0.23
H -1.60 -1.00 -0.51 0.20
H 0.80 1.16 -1.19 0.21
H 1.83 -0.24 -0.98 0.21
H 0.78 -0.54 -3.10 0.22
H -0.25 -1.54 -2.14 0.22
H -2.18 -0.36 -2.94 0.12
```



No. 2
Formula: C5H13NS
Source: the OMol25 dataset
Level of theory: ωB97M-V/def2-TZVPD

Output
gap between HOMO and LUMO	9.7	eV
SMILES string	CNCCCCS
relative energy (zero: lowest compared OMol25 entry of this formula, charge and spin)	143.8	kJ/mol

Structure (XYZ):
```
20
Properties=species:S:1:pos:R:3:nbo_charge:R:1
C -1.45 2.31 -0.55 -0.43
N -0.92 1.05 0.05 -0.63
C -0.60 0.06 -1.02 -0.24
C -0.43 -1.38 -0.45 -0.40
C 0.18 -1.37 1.02 -0.42
C 1.58 -0.76 1.27 -0.53
S 2.48 0.01 -0.11 -0.05
H -0.60 2.96 -0.84 0.18
H -2.14 2.74 0.20 0.21
H -1.84 2.09 -1.56 0.19
H -0.01 1.37 0.40 0.34
H 0.23 0.26 -1.68 0.19
H -1.57 0.12 -1.54 0.19
H -1.42 -1.76 -0.31 0.21
H 0.21 -2.09 -0.99 0.21
H 0.25 -2.39 1.41 0.20
H -0.63 -0.86 1.54 0.23
H 1.43 0.20 1.81 0.22
H 2.13 -1.48 1.89 0.23
H 3.13 -1.09 -0.55 0.12
```